No. 1
Computed, not measured: a 2-piece molecular cluster, C3H7NO3S overall, with wB97M-V/def2-TZVPD.

LUMO in eV: 6.2
Total charge: -2
Energy relative to the best compared isomer or geometry (same formula, charge and spin) in eV: 1.223

Positions of all 15 atoms, in Å:
O (0.107, -2.145, 1.169)
C (0.604, -1.240, 0.455)
O (1.746, -1.377, -0.087)
C (-0.103, 0.171, 0.363)
C (-1.603, 0.208, 0.570)
S (-2.548, 0.702, -0.908)
N (0.532, 0.868, -0.756)
H (0.303, 0.745, 1.235)
H (-1.873, -0.816, 0.831)
H (-1.938, 0.968, 1.251)
H (-0.072, 1.331, -1.444)
H (0.995, 0.141, -1.324)
H (3.212, 0.514, -0.060)
H (2.126, 1.590, 0.063)
O (3.088, 1.434, 0.200)

---

No. 2
Computed, not measured: a 3-piece molecular cluster, C16H28BN2O9S2 overall, with wB97M-V/def2-TZVPD.

LUMO in eV: -5.6
Total charge: +1

Positions of all 58 atoms, in Å:
C (1.962, -0.053, 3.190)
N (2.445, 0.609, 1.950)
C (3.636, 1.397, 2.362)
B (1.399, 1.433, 1.311)
O (1.239, 1.328, -0.089)
C (0.407, 2.410, 2.144)
C (-0.913, 1.953, 2.591)
C (-1.550, 0.577, 2.319)
O (-2.673, 0.408, 2.734)
O (-0.959, -0.478, 1.645)
C (-1.722, 2.928, 3.392)
C (-1.220, 4.244, 3.692)
N (0.037, 4.659, 3.208)
S (0.502, 6.279, 3.657)
C (0.859, 3.801, 2.451)
S (2.443, 4.451, 1.891)
H (1.920, 0.646, 4.076)
H (0.996, -0.600, 3.070)
H (2.737, -0.835, 3.451)
H (4.026, 2.085, 1.567)
H (4.419, 0.700, 2.768)
H (3.352, 2.071, 3.239)
H (0.288, 1.215, -0.299)
H (-1.003, -1.234, 2.271)
H (-2.721, 2.625, 3.776)
H (-1.826, 4.947, 4.311)
H (-0.151, 7.059, 2.718)
H (2.354, 5.810, 1.728)
C (1.774, 0.635, -2.917)
C (1.022, 1.889, -3.315)
O (0.865, 1.980, -4.734)
C (-0.062, 1.173, -5.262)
O (-0.766, 0.404, -4.654)
O (-0.064, 1.348, -6.587)
C (-0.939, 0.466, -7.290)
H (2.731, 0.578, -3.440)
H (1.955, 0.620, -1.843)
H (1.216, -0.265, -3.180)
H (1.597, 2.766, -3.010)
H (0.049, 1.953, -2.819)
H (-1.955, 0.522, -6.900)
H (-0.562, -0.557, -7.233)
H (-0.951, 0.774, -8.334)
C (-2.236, -7.207, 0.521)
C (-0.898, -6.502, 0.626)
O (-0.786, -5.444, -0.337)
C (-1.470, -4.333, -0.058)
O (-2.153, -4.140, 0.919)
O (-1.287, -3.466, -1.062)
C (-2.057, -2.272, -0.940)
H (-2.405, -7.558, -0.499)
H (-2.276, -8.059, 1.202)
H (-3.060, -6.536, 0.767)
H (-0.099, -7.209, 0.402)
H (-0.720, -6.121, 1.635)
H (-1.884, -1.788, 0.021)
H (-3.117, -2.495, -1.071)
H (-1.746, -1.591, -1.732)

---

No. 3
Computed, not measured: C8H10CeO5S as an isolated structure, with wB97M-V/def2-TZVPD.

Multiplicity: 2
LUMO (spin up / spin down) in eV: -14.5 / -14.5
Total charge: +3
Energy relative to the best compared isomer or geometry (same formula, charge and spin) in eV: 0.604

Positions of all 25 atoms, in Å:
Ce (0.192, -0.737, 0.700)
C (-1.174, -2.281, -0.157)
O (-2.124, -2.827, -0.754)
C (-1.970, 0.363, -0.335)
O (-3.013, 0.492, -0.810)
C (0.083, -0.235, -2.084)
O (-0.002, -0.455, -3.193)
C (-1.081, 0.053, 2.755)
O (-1.725, 0.211, 3.719)
C (1.663, 3.440, 0.062)
H (2.057, 3.458, 1.101)
H (2.294, 2.965, -0.752)
C (0.363, 3.636, -0.166)
H (-0.036, 3.405, -1.173)
H (-0.291, 3.829, 0.695)
C (4.686, -1.835, 0.672)
S (3.120, -2.452, -0.019)
C (2.466, -3.550, 1.203)
O (2.285, -1.157, 0.176)
H (5.524, -2.461, 0.347)
H (4.564, -1.845, 1.757)
H (4.811, -0.804, 0.319)
H (3.263, -3.794, 1.903)
H (1.637, -3.061, 1.724)
H (2.102, -4.450, 0.703)

---

No. 4
Computed, not measured: C24H48Cl6O7 as an isolated structure, with wB97M-V/def2-TZVPD.

Multiplicity: 2
LUMO (spin up / spin down) in eV: -4.9 / -8.7
Total charge: +1

Positions of all 85 atoms, in Å:
C (-1.824, 0.860, -3.710)
Cl (-3.355, 0.491, -4.256)
Cl (-0.766, -0.288, -4.513)
H (-1.701, 1.906, -3.990)
H (-1.765, 0.694, -2.635)
C (-2.465, -3.199, 4.537)
Cl (-3.991, -2.379, 4.727)
Cl (-1.175, -2.060, 4.539)
H (-2.309, -3.878, 5.376)
H (-2.443, -3.735, 3.588)
C (2.264, -6.298, -0.656)
Cl (2.037, -4.618, -1.231)
Cl (3.725, -6.415, 0.295)
H (1.445, -6.647, -0.028)
H (2.274, -6.852, -1.595)
C (3.484, -0.517, 3.860)
C (3.365, 1.002, 3.992)
O (2.964, 1.495, 5.016)
C (3.839, 1.885, 2.847)
H (3.003, -0.928, 2.972)
H (2.882, -0.837, 4.711)
H (4.447, -0.993, 4.043)
H (3.754, 2.960, 3.005)
H (3.499, 1.555, 1.865)
H (4.914, 1.723, 2.922)
C (0.078, 3.996, 2.056)
C (-0.995, 5.033, 1.906)
O (-2.131, 4.650, 1.991)
C (-0.602, 6.446, 1.471)
H (0.999, 4.242, 1.528)
H (-0.321, 3.032, 1.743)
H (0.390, 3.927, 3.098)
H (-0.251, 6.292, 0.451)
H (0.288, 6.895, 1.912)
H (-1.421, 7.167, 1.473)
C (-0.474, -2.545, 0.476)
C (-0.065, -1.154, 0.051)
O (-0.030, -0.892, -1.163)
C (0.298, -0.100, 1.088)
H (-1.114, -2.584, 1.358)
H (0.366, -3.240, 0.508)
H (-0.999, -3.057, -0.330)
H (-0.264, 0.767, 0.742)
H (1.368, 0.098, 1.018)
H (-0.064, -0.388, 2.075)
C (-2.856, -3.299, -5.043)
C (-3.230, -3.919, -3.780)
O (-4.387, -3.967, -3.369)
C (-2.241, -4.677, -2.894)
H (-3.240, -3.866, -5.890)
H (-1.770, -3.260, -5.131)
H (-3.149, -2.250, -5.089)
H (-1.341, -4.063, -2.879)
H (-1.951, -5.568, -3.450)
H (-2.525, -4.929, -1.872)
C (3.500, -1.206, -1.888)
C (4.489, -0.045, -1.703)
O (4.645, 0.468, -0.619)
C (5.428, 0.498, -2.838)
H (2.538, -0.755, -2.131)
H (3.296, -1.867, -1.046)
H (3.856, -1.815, -2.719)
H (6.053, -0.313, -3.211)
H (6.095, 1.264, -2.441)
H (4.880, 1.044, -3.606)
C (0.438, 4.674, -2.761)
C (0.332, 3.201, -2.238)
O (-0.738, 2.777, -1.893)
C (1.591, 2.524, -1.824)
H (0.267, 4.551, -3.831)
H (1.362, 5.223, -2.578)
H (-0.433, 5.236, -2.425)
H (2.100, 2.426, -2.783)
H (1.454, 1.536, -1.383)
H (2.245, 3.126, -1.192)
C (-3.775, 0.511, 1.782)
C (-4.735, 0.816, 2.866)
O (-4.477, 1.738, 3.648)
C (-5.888, -0.049, 3.137)
H (-2.949, 1.222, 1.801)
H (-4.281, 0.689, 0.833)
H (-3.349, -0.486, 1.675)
H (-5.523, -1.076, 3.140)
H (-6.673, 0.042, 2.387)
H (-6.215, 0.330, 4.105)

---

No. 5
Computed, not measured: C11H12N2PV as an isolated structure, with wB97M-V/def2-TZVPD.

Multiplicity: 2
LUMO (spin up / spin down) in eV: -4.4 / -4.5
Total charge: +1

Positions of all 27 atoms, in Å:
C (0.258, 2.260, -0.607)
C (0.987, 2.563, -1.820)
C (2.361, 2.205, -1.848)
C (2.790, 1.422, -0.771)
C (1.782, 1.051, 0.151)
V (0.611, 0.523, -1.192)
P (-1.889, 0.511, -1.843)
H (-0.618, 2.792, -0.208)
H (0.497, 3.083, -2.650)
H (3.020, 2.604, -2.625)
H (2.087, 0.498, 1.046)
H (3.839, 1.105, -0.671)
H (-2.891, -0.406, -2.263)
H (-2.187, 1.590, -2.752)
H (-2.679, 1.002, -0.765)
N (-2.327, -3.953, 3.749)
C (-1.674, -3.259, 3.072)
C (-0.955, -2.395, 2.169)
C (-0.743, -1.045, 2.468)
C (-0.250, -0.244, 1.468)
N (0.016, -0.726, 0.233)
C (-0.053, -2.058, -0.016)
C (-0.550, -2.929, 0.930)
H (-0.982, -0.615, 3.440)
H (-0.063, 0.807, 1.619)
H (0.257, -2.385, -1.003)
H (-0.646, -4.000, 0.690)

---

No. 6
Computed, not measured: C12H6N2O5SSc as an isolated structure, with wB97M-V/def2-TZVPD.

LUMO (spin up / spin down) in eV: -14.5 / -13.9
Total charge: +3
Energy relative to the best compared isomer or geometry (same formula, charge and spin) in eV: 6.796

Positions of all 27 atoms, in Å:
O (-0.498, -2.014, -2.250)
C (-0.311, -1.258, -1.405)
Sc (0.000, 0.000, 0.000)
O (-1.688, 2.077, -1.486)
C (-1.054, 1.297, -0.928)
C (1.054, -1.297, 0.928)
O (1.688, -2.077, 1.486)
C (1.564, 0.624, -0.905)
O (2.504, 0.999, -1.449)
C (-1.564, -0.624, 0.905)
O (-2.504, -0.999, 1.449)
N (0.883, 3.449, 0.064)
C (0.718, 2.843, 1.336)
N (0.379, 1.529, 1.578)
C (0.319, 1.323, 2.938)
C (0.006, 0.118, 3.591)
C (-0.010, 0.079, 4.997)
C (0.281, 1.228, 5.750)
C (0.592, 2.428, 5.106)
C (0.602, 2.443, 3.715)
S (0.941, 3.746, 2.741)
H (1.139, 4.445, 0.012)
H (0.766, 2.961, -0.826)
H (-0.224, -0.786, 3.062)
H (-0.249, -0.845, 5.506)
H (0.267, 1.188, 6.831)
H (0.819, 3.322, 5.674)